*one*
A structure of composition C35H42BrN3O2SSiZn. Source: the Open Molecules 2025 dataset; level of theory: wB97M-V/def2-TZVPD.

The geometry in ORCA input format:
```
! RIJCOSX wB97M-V def2-TZVPD def2/J DEFGRID3
* xyz 0 1
H 4.264 -22.014 -7.689
H 12.113 -14.265 -7.637
C 4.086 -18.810 -5.190
H 2.860 -21.520 -11.878
H 3.116 -18.403 -7.967
H 2.620 -17.094 -5.177
O 7.634 -20.739 -11.578
C 6.143 -13.158 -9.225
C 8.160 -18.315 -9.277
H 8.103 -18.043 -10.319
C 9.504 -21.785 -5.918
N 4.369 -22.096 -10.703
H 11.587 -17.496 -4.854
S 8.886 -21.493 -12.140
C 5.561 -22.819 -10.563
H 7.342 -17.470 -5.688
Br 10.012 -23.191 -3.581
H 11.217 -21.593 -11.749
C 9.475 -16.343 -7.290
H 9.134 -20.595 -7.683
C 8.803 -21.467 -7.095
C 3.826 -21.998 -11.935
H 8.183 -15.982 -11.026
C 6.696 -14.199 -8.481
C 2.899 -18.002 -5.779
H 6.137 -23.615 -13.881
C 9.920 -17.096 -6.216
H 9.778 -20.636 -14.338
H 6.574 -15.984 -6.169
H 10.368 -21.834 -10.256
C 7.703 -22.257 -7.534
H 7.614 -24.350 -4.823
H 4.672 -16.786 -8.521
N 7.062 -21.921 -8.729
N 5.572 -17.700 -6.859
H 5.696 -12.434 -11.260
C 6.769 -17.013 -6.483
C 9.014 -20.343 -13.530
H 4.445 -18.355 -4.231
H 9.905 -14.636 -8.615
H 6.574 -23.873 -9.043
C 6.393 -22.881 -9.401
C 9.034 -22.821 -5.086
H 1.988 -18.644 -5.720
H 7.994 -20.332 -13.983
C 3.450 -21.785 -9.658
H 4.815 -19.584 -7.032
C 7.911 -23.552 -5.485
C 6.207 -13.201 -10.648
C 7.513 -15.254 -10.531
H 9.216 -18.517 -9.046
Zn 7.581 -20.203 -9.597
C 11.219 -16.901 -5.699
H 4.046 -22.206 -14.021
C 10.399 -21.203 -11.172
C 4.504 -16.914 -7.443
H 10.504 -20.163 -10.891
Si 7.855 -16.817 -8.106
H 7.065 -14.236 -12.355
C 12.009 -15.877 -6.208
H 9.341 -17.937 -5.785
C 3.160 -17.575 -7.267
H 12.996 -15.659 -5.778
H 10.472 -21.311 -5.734
H 6.494 -23.914 -7.051
C 6.923 -14.237 -11.290
H 9.258 -19.322 -13.178
H 6.898 -24.255 -11.433
H 3.881 -23.576 -8.579
H 2.317 -16.942 -7.609
C 11.498 -15.065 -7.245
C 6.080 -23.544 -11.669
H 6.073 -19.474 -5.820
H 3.696 -19.791 -4.912
H 4.452 -15.873 -7.026
C 10.242 -15.282 -7.796
C 4.464 -22.489 -13.056
C 3.565 -22.538 -8.364
O 2.642 -20.878 -9.755
C 5.640 -23.276 -12.971
H 2.627 -22.513 -7.871
C 7.280 -23.297 -6.693
H 5.680 -12.329 -8.675
C 7.299 -15.352 -9.129
H 6.664 -14.139 -7.395
C 5.216 -18.943 -6.221
*
```

Kohn-Sham gap (alpha / beta)	5.43 / 5.36	eV
molar mass	742.187	g/mol

***

*two*
A structure of composition C35H42BrN3O2SSiZn. Source: the Open Molecules 2025 dataset; level of theory: wB97M-V/def2-TZVPD.

The geometry in ORCA input format:
```
! RIJCOSX wB97M-V def2-TZVPD def2/J DEFGRID3
* xyz 0 1
H -3.211 2.797 -2.955
C -3.854 2.648 -2.087
H -2.947 -1.289 -6.273
C 2.781 0.121 2.744
C 1.614 4.353 1.542
C 6.194 -0.156 0.360
H -0.560 2.046 -3.572
H -0.663 2.082 -0.500
H 2.064 5.278 1.917
H 5.324 -1.919 -0.529
Zn 1.040 0.731 0.482
Si -2.002 0.406 -1.581
H -2.399 1.869 3.711
C 3.633 -2.485 1.250
H 0.784 4.545 0.871
H 0.828 -3.215 -1.572
C -1.660 1.081 3.867
C -5.236 2.509 0.300
H -0.936 -1.683 5.679
C -2.366 -0.704 -4.247
H 0.230 1.250 -1.742
H -1.506 0.507 -7.344
C -0.103 -4.828 -0.312
C -3.399 1.666 -1.155
C 0.483 0.142 3.156
C 0.399 -0.776 4.253
H 3.544 -2.456 3.429
C 5.258 -1.121 0.208
H -3.427 -1.626 -1.986
C -0.935 1.301 -5.520
H 2.502 5.520 -0.583
C -0.739 -0.837 5.030
N 4.161 -1.135 1.075
C -1.397 -2.819 0.439
H 4.961 1.280 3.289
C 0.043 -3.988 -1.644
H 1.967 -2.275 2.583
H 1.348 3.790 2.429
H 6.944 -0.056 -0.413
C -1.587 0.374 -6.282
C -1.307 -3.333 -1.979
H -0.407 -2.382 0.700
C -1.681 0.157 4.944
C -5.692 3.326 -0.714
H -0.293 -5.901 -0.559
C -2.733 -1.361 -1.173
H 2.476 4.013 -1.638
H -5.729 2.446 1.267
H 2.633 -3.884 2.638
S 2.958 3.487 0.615
C -1.237 -4.316 0.594
H 4.116 4.787 -1.096
C -2.368 -0.608 -5.666
O 2.423 2.179 -0.002
C 3.989 -0.139 2.087
C 3.039 4.583 -0.821
H -0.277 2.042 -5.975
H -0.501 1.789 2.183
H 2.866 0.397 3.872
N -1.749 -2.431 -0.917
C -4.124 1.673 0.081
H -1.072 -4.682 1.632
H -3.342 -1.318 -0.210
H -2.027 -4.219 -2.121
H 7.021 1.336 1.633
H -5.326 4.036 -2.757
H -2.949 -1.524 -3.791
C -4.982 3.372 -1.928
H 0.850 -4.901 0.290
H -2.220 -4.729 0.273
C 2.928 -2.789 2.584
H -6.632 3.896 -0.648
O 3.796 -3.264 0.315
C -1.803 0.309 -3.427
C 6.175 0.689 1.490
N 1.507 0.151 2.244
Br -2.922 0.337 6.290
H 1.274 -1.445 4.415
C 5.043 0.676 2.369
C -0.389 1.110 -0.892
H -3.789 1.052 0.909
H 0.341 -4.615 -2.462
H -1.239 -2.885 -2.967
C -0.575 1.059 3.008
C -1.101 1.305 -4.118
H -2.143 -2.403 1.112
*
```

Kohn-Sham gap (alpha / beta)	5.74 / 5.74	eV
molar mass	742.187	g/mol

***

The structure shown above that is most stable: *two*.